(A)
{
  "formula": "C19H29F4IN6Sn",
  "method": "the ωB97M-V functional and the def2-TZVPD basis",
  "elements": ["Sn", "C", "N", "C", "C", "C", "N", "C", "C", "F", "C", "F", "C", "C", "F", "C", "F", "H", "H", "H", "H", "H", "H", "H", "H", "H", "H", "H", "N", "C", "C", "C", "N", "C", "C", "H", "H", "H", "H", "H", "H", "I", "C", "C", "C", "C", "N", "N", "H", "H", "H", "H", "H", "H", "H", "H", "H", "H", "H", "H"],
  "xyz": [[2.8099, -16.4758, -2.1432], [3.9270, -18.6442, 2.6376], [4.7438, -18.6940, 1.4626], [5.6538, -19.8244, 1.5345], [5.4755, -17.4168, 1.1495], [4.6647, -16.4116, 0.3166], [4.5429, -16.9111, -1.0730], [5.8633, -17.0492, -1.6430], [6.5559, -15.9776, -2.0763], [5.9879, -14.7617, -1.8987], [7.7021, -16.0849, -2.8504], [8.3421, -15.0174, -3.3026], [8.2623, -17.3677, -2.9885], [7.5993, -18.4429, -2.4294], [8.0555, -19.6729, -2.6339], [6.3713, -18.3259, -1.8468], [5.7459, -19.4235, -1.3301], [4.6455, -18.5925, 3.5197], [3.3857, -19.5794, 2.8234], [3.2863, -17.8117, 2.7712], [5.9876, -19.9490, 2.5826], [6.4379, -19.8148, 0.7473], [5.0228, -20.7626, 1.3780], [6.4639, -17.6920, 0.7107], [5.6541, -16.9851, 2.1840], [4.8949, -15.3238, 0.4628], [3.6415, -16.3391, 0.7957], [9.2018, -17.4443, -3.4960], [2.4862, -22.8880, -1.3479], [2.3384, -21.5697, -1.5014], [2.2378, -21.0693, -2.7898], [2.2450, -19.7405, -3.0397], [2.1884, -18.8960, -2.0011], [2.1374, -19.3338, -0.7754], [2.3236, -20.6327, -0.4270], [2.9082, -23.3343, -2.1837], [2.8868, -23.1668, -0.4434], [2.0831, -21.7201, -3.6055], [2.1784, -19.3915, -4.0799], [1.7691, -18.6606, 0.0425], [2.2904, -21.0769, 0.6928], [3.9860, -16.9452, -4.5945], [2.1991, -12.2611, -3.9882], [3.4973, -11.8098, -3.2371], [3.4330, -10.3716, -2.7577], [4.6713, -11.9734, -4.1965], [3.8153, -12.7804, -2.1987], [2.9688, -12.7381, -1.0838], [1.9183, -11.5923, -4.7353], [1.2780, -12.3515, -3.3751], [2.4226, -13.2263, -4.4458], [3.6996, -9.6443, -3.4927], [4.1685, -10.2942, -1.9797], [2.4196, -10.1436, -2.3485], [4.4295, -11.2554, -5.0737], [4.7331, -12.9908, -4.6523], [5.6252, -11.6338, -3.7251], [4.8028, -12.9029, -1.9500], [2.0332, -12.9828, -1.3679], [2.9331, -11.8026, -0.7227]],
  "lowdin_charge": [0.69, -0.14, -0.28, -0.12, -0.17, -0.26, -0.27, -0.28, -0.20, 0.06, -0.20, 0.11, 0.09, -0.23, 0.10, -0.17, 0.08, 0.09, 0.08, 0.06, 0.08, 0.08, 0.09, 0.12, 0.12, 0.12, 0.10, 0.13, 0.11, -0.34, -0.03, -0.17, -0.10, -0.22, -0.01, 0.13, 0.11, 0.10, 0.08, 0.13, 0.16, 0.16, -0.03, -0.65, -0.06, -0.06, -0.13, 0.00, 0.05, 0.08, 0.07, 0.07, 0.07, 0.09, 0.11, 0.09, 0.09, 0.10, 0.05, 0.05],
  "charge": 0,
  "homo_ev": -7.9225,
  "homo_lumo_gap_ev": 8.476
}

(B)
{
  "formula": "C19H29F4IN6Sn",
  "method": "the ωB97M-V functional and the def2-TZVPD basis",
  "elements": ["Sn", "C", "N", "C", "C", "C", "N", "C", "C", "F", "C", "F", "C", "C", "F", "C", "F", "H", "H", "H", "H", "H", "H", "H", "H", "H", "H", "H", "N", "C", "C", "C", "N", "C", "C", "H", "H", "H", "H", "H", "H", "I", "C", "C", "C", "C", "N", "N", "H", "H", "H", "H", "H", "H", "H", "H", "H", "H", "H", "H"],
  "xyz": [[1.8918, -0.3251, -0.6980], [4.1882, -0.7289, 1.7477], [2.7626, -0.3115, 1.5925], [2.6048, 1.0886, 2.1463], [1.7934, -1.1929, 2.2603], [1.8729, -2.5529, 1.5727], [1.5957, -2.2948, 0.1564], [1.2401, -3.3243, -0.6447], [1.0885, -3.1585, -2.0104], [1.2781, -1.9288, -2.5327], [0.6612, -4.1444, -2.8630], [0.4592, -3.7553, -4.1003], [0.4665, -5.4248, -2.4504], [0.6198, -5.6498, -1.0899], [0.4869, -6.8961, -0.6155], [1.0168, -4.6875, -0.2234], [1.1311, -5.0500, 1.0653], [4.3578, -0.9605, 2.8101], [4.8205, 0.1056, 1.4221], [4.3439, -1.6308, 1.1758], [2.8163, 1.0366, 3.2082], [1.5845, 1.4271, 2.0716], [3.3033, 1.7590, 1.6031], [0.7996, -0.8071, 2.0907], [2.0148, -1.2849, 3.3474], [1.1975, -3.3026, 1.9730], [2.8558, -3.0095, 1.7226], [0.0766, -6.2300, -3.0718], [-4.0747, 0.8971, 4.2180], [-3.0726, 1.1669, 3.3225], [-2.2954, 2.3362, 3.3571], [-1.2743, 2.4747, 2.4300], [-0.9712, 1.5976, 1.4690], [-1.7762, 0.5485, 1.3942], [-2.8008, 0.2842, 2.2610], [-4.0918, 1.4467, 5.0508], [-4.5497, 0.0301, 4.1838], [-2.4596, 3.0453, 4.1200], [-0.5984, 3.3906, 2.4577], [-1.5614, -0.1267, 0.5741], [-3.3329, -0.6571, 2.1541], [4.3877, -0.3817, -1.7970], [-0.3894, 2.5654, -3.7731], [-1.1840, 2.7798, -2.4785], [-2.4593, 3.6813, -2.6903], [-0.3497, 3.3722, -1.3524], [-1.5335, 1.4197, -1.9849], [-2.4336, 0.6302, -2.8013], [-0.1227, 3.5111, -4.2694], [-0.9750, 1.9879, -4.5138], [0.4764, 1.9437, -3.5570], [-2.2552, 4.5711, -3.2788], [-2.9634, 3.9865, -1.8060], [-3.2422, 3.1861, -3.2583], [0.0627, 4.3137, -1.6438], [0.4838, 2.7157, -1.0991], [-0.8998, 3.5404, -0.4203], [-2.0762, 1.5723, -1.1435], [-1.8837, 0.1924, -3.5450], [-3.1121, 1.2125, -3.2451]],
  "lowdin_charge": [0.74, -0.12, -0.40, -0.08, -0.21, -0.21, -0.17, -0.19, -0.19, -0.06, -0.26, 0.12, 0.06, -0.23, 0.09, -0.14, 0.07, 0.10, 0.07, 0.05, 0.08, 0.05, 0.10, 0.10, 0.14, 0.11, 0.11, 0.14, 0.12, -0.31, -0.02, -0.16, 0.04, -0.19, -0.02, 0.09, 0.09, 0.09, 0.13, 0.10, 0.11, 0.12, -0.04, -0.60, -0.04, -0.06, -0.09, 0.00, 0.09, 0.07, 0.08, 0.08, 0.06, 0.06, 0.07, 0.04, 0.07, 0.08, 0.07, 0.03],
  "charge": 0,
  "homo_ev": -7.4076,
  "homo_lumo_gap_ev": 7.899
}

We find (B) to be the most stable, with the next structure 35.2 kcal/mol higher.

(A)
{
  "formula": "C2H3ClN2O",
  "method": "the ωB97M-V functional and the def2-TZVPD basis",
  "elements": ["C", "C", "N", "N", "O", "Cl", "H", "H", "H"],
  "xyz": [[0.8665, -0.7522, -0.1413], [-1.0832, 0.8585, 0.2802], [0.9817, -1.4667, -1.4020], [1.3430, -2.0374, -0.3387], [-0.5183, -0.4955, 0.4661], [1.9903, 0.4828, 0.0992], [-0.2416, 1.5929, 0.0446], [-1.3541, 1.0380, 1.3333], [-1.9843, 0.7795, -0.3414]],
  "lowdin_charge": [-0.97, -0.09, 0.16, 0.12, -0.20, 0.75, 0.06, 0.08, 0.08],
  "charge": 0,
  "homo_ev": -10.2211,
  "homo_lumo_gap_ev": 10.064
}

(B)
{
  "formula": "C2H3ClN2O",
  "method": "the ωB97M-V functional and the def2-TZVPD basis",
  "elements": ["C", "C", "N", "N", "O", "Cl", "H", "H", "H"],
  "xyz": [[1.1080, -0.6085, -1.2434], [-1.2425, -0.1248, 0.7823], [1.2364, 0.5760, -1.2557], [-0.1910, -0.1066, 1.3907], [0.8585, -1.7122, -1.0679], [-2.4475, 1.1498, 0.5909], [-1.4195, -1.0974, 0.4156], [2.0675, 1.1381, -1.5123], [0.0302, 0.7856, 1.8999]],
  "lowdin_charge": [-0.47, -0.74, 0.18, 0.05, 0.17, 0.57, 0.06, 0.11, 0.08],
  "charge": 0,
  "homo_ev": -10.6779,
  "homo_lumo_gap_ev": 11.468
}

We find (B) to be the most stable, with the next structure 63.2 kcal/mol higher.

(A)
{
  "formula": "C3H9NO4",
  "method": "the ωB97M-V functional and the def2-TZVPD basis",
  "elements": ["C", "N", "C", "C", "O", "O", "H", "H", "H", "H", "H", "H", "H", "O", "H", "H", "O"],
  "xyz": [[0.4961, 0.7741, -1.3943], [0.4483, -0.5096, -1.8284], [-0.4020, -1.5554, -1.2550], [0.1848, -2.8600, -1.7549], [1.1323, -2.8786, -2.5112], [-0.0996, 1.2006, -0.4174], [1.0527, 1.5551, -1.9233], [1.1575, -0.9371, -2.4213], [-1.4497, -1.3917, -1.4775], [-0.2358, -1.5301, -0.1801], [-0.1589, -3.8235, -1.3887], [0.1370, 5.8101, 4.9974], [-1.2131, 5.0981, 4.7498], [-0.2671, 4.9669, 4.7961], [-0.2856, -0.7320, 1.6139], [-1.3488, 0.1987, 2.3421], [-1.0255, -0.7105, 2.2209]],
  "lowdin_charge": [-0.35, 0.02, -0.11, -0.19, 0.05, 0.00, 0.13, 0.12, 0.14, 0.10, 0.12, 0.03, 0.03, -0.05, 0.00, 0.05, -0.07],
  "charge": 0,
  "homo_ev": -10.1222,
  "homo_lumo_gap_ev": 10.738
}

(B)
{
  "formula": "C3H9NO4",
  "method": "the ωB97M-V functional and the def2-TZVPD basis",
  "elements": ["O", "C", "O", "C", "C", "O", "N", "H", "H", "H", "H", "H", "H", "H", "H", "H", "O"],
  "xyz": [[2.7530, 0.7158, -0.1250], [1.5638, 0.6364, -0.1589], [0.9086, 0.5888, -1.3579], [0.5386, 0.6840, 0.9815], [0.1418, -0.7824, 1.2323], [-0.0912, -1.5842, 0.0590], [-0.5553, 1.5750, 0.6851], [1.5457, 0.5311, -2.0824], [1.0677, 1.0133, 1.8723], [-0.7646, -0.9144, 1.8153], [1.0272, -1.2106, 1.6839], [-0.1533, -1.0263, -0.7209], [-1.2354, 1.1910, 0.0537], [-0.2704, 2.5097, 0.4581], [-1.9003, -0.5710, -1.4375], [-2.1743, -2.0397, -1.1817], [-2.4017, -1.3164, -1.7769]],
  "lowdin_charge": [0.14, -0.47, 0.07, -0.29, -0.16, -0.08, 0.07, 0.14, 0.15, 0.13, 0.12, 0.03, 0.07, 0.09, 0.00, 0.04, -0.05],
  "charge": 0,
  "homo_ev": -9.8517,
  "homo_lumo_gap_ev": 10.300
}

We find (B) to be the most stable, with the next structure 11.3 kcal/mol higher.